Molecular formula: C76H76Br2N2O4P2Ru
Method: DFT, wB97M-V/def2-TZVPD

Each line ends with the Löwdin charge.
Positions of all 163 atoms, in Å:
1 Ru 0.659 -0.343 -0.096  1.2900
2 C -2.817 5.711 -1.790  -0.0316
3 C -2.062 5.794 -0.453  -0.5512
4 C -1.381 7.162 -0.362  -0.0539
5 C -3.048 5.673 0.717  -0.0379
6 C -1.073 4.642 -0.437  -0.1605
7 C -1.550 3.340 -0.342  0.0243
8 C -0.680 2.252 -0.393  -0.2007
9 N -0.975 0.926 -0.345  0.0224
10 C -2.148 0.240 -0.402  -0.1923
11 C -3.377 0.736 -0.826  0.0382
12 C -4.498 -0.075 -0.854  -0.1545
13 C -4.379 -1.399 -0.423  0.0462
14 C -3.181 -1.982 -0.043  -0.0803
15 C -2.023 -1.165 -0.067  -0.3068
16 O -0.831 -1.636 0.162  -0.2767
17 C -3.096 -3.462 0.334  -0.5110
18 C -2.400 -3.636 1.689  -0.0316
19 C -2.265 -4.200 -0.727  -0.0241
20 C -4.471 -4.133 0.410  -0.0504
21 C -5.809 0.510 -1.355  -0.5518
22 C -6.244 1.618 -0.387  -0.0335
23 C -5.604 1.097 -2.760  -0.0370
24 C -6.933 -0.526 -1.432  -0.0560
25 C 0.751 2.504 -0.444  -0.3016
26 O 1.543 1.506 -0.359  -0.2010
27 C 1.236 3.839 -0.563  -0.0851
28 C 0.305 4.855 -0.576  0.0390
29 C 2.731 4.092 -0.707  -0.5074
30 C 3.098 5.572 -0.564  -0.0470
31 C 3.130 3.629 -2.116  -0.0093
32 C 3.547 3.321 0.341  -0.0186
33 H -3.509 6.542 -1.886  0.0881
34 H -3.381 4.784 -1.861  0.0738
35 H -2.113 5.748 -2.619  0.0931
36 H -2.138 7.942 -0.344  0.0887
37 H -0.743 7.349 -1.223  0.0861
38 H -0.790 7.248 0.548  0.0884
39 H -3.715 6.531 0.728  0.0879
40 H -2.510 5.643 1.663  0.0868
41 H -3.661 4.778 0.642  0.0677
42 H -2.603 3.167 -0.192  0.0954
43 H -3.444 1.750 -1.178  0.0946
44 H -5.260 -2.010 -0.422  0.0889
45 H -1.410 -3.189 1.664  0.0605
46 H -2.278 -4.694 1.912  0.0921
47 H -2.987 -3.187 2.488  0.0789
48 H -1.245 -3.825 -0.734  0.0530
49 H -2.695 -4.067 -1.715  0.0867
50 H -2.236 -5.265 -0.506  0.0941
51 H -5.109 -3.662 1.152  0.0889
52 H -4.343 -5.175 0.695  0.0896
53 H -4.973 -4.117 -0.554  0.0871
54 H -5.505 2.413 -0.338  0.0707
55 H -6.371 1.212 0.614  0.0852
56 H -7.187 2.048 -0.713  0.0884
57 H -4.873 1.901 -2.760  0.0705
58 H -6.541 1.502 -3.132  0.0872
59 H -5.264 0.326 -3.449  0.0897
60 H -7.194 -0.900 -0.444  0.0878
61 H -6.658 -1.365 -2.069  0.0893
62 H -7.821 -0.064 -1.856  0.0880
63 H 0.653 5.865 -0.672  0.0938
64 H 2.677 6.175 -1.364  0.0846
65 H 4.180 5.667 -0.615  0.0903
66 H 2.772 5.965 0.395  0.0831
67 H 2.571 4.179 -2.870  0.0966
68 H 2.924 2.569 -2.239  0.0604
69 H 4.192 3.795 -2.281  0.0974
70 H 3.287 3.651 1.344  0.0669
71 H 4.607 3.508 0.185  0.0917
72 H 3.380 2.251 0.279  0.0666
73 C 1.583 -5.184 4.768  -0.0164
74 C 2.238 -4.124 3.869  -0.4318
75 C 3.761 -4.105 4.091  0.0032
76 C 1.698 -2.754 4.209  -0.0857
77 C 1.584 -2.357 5.537  -0.0023
78 C 1.066 -1.126 5.889  -0.0429
79 C 0.680 -0.249 4.900  -0.0836
80 C 0.854 -0.587 3.560  -0.2749
81 P 0.395 0.672 2.328  1.1992
82 C -1.360 0.885 2.810  -0.3167
83 C -1.989 2.083 3.134  -0.0672
84 C -3.345 2.106 3.412  -0.0634
85 C -4.100 0.948 3.351  -0.0624
86 C -3.477 -0.254 3.060  -0.0548
87 C -2.120 -0.285 2.807  -0.0936
88 C 1.246 2.151 2.967  -0.3108
89 C 0.819 3.417 2.572  -0.1113
90 C 1.435 4.553 3.065  -0.0636
91 C 2.506 4.443 3.935  -0.0617
92 C 2.986 3.188 4.270  -0.0589
93 C 2.370 2.048 3.787  -0.0717
94 C 1.358 -1.843 3.207  -0.1650
95 O 1.493 -2.124 1.869  -0.0213
96 C 1.689 -3.426 1.488  -0.1795
97 C 1.587 -3.738 0.121  -0.2465
98 C 1.703 -5.060 -0.292  -0.0655
99 C 1.962 -6.063 0.617  -0.0408
100 C 2.130 -5.740 1.949  -0.0032
101 C 1.983 -4.438 2.408  -0.0861
102 P 1.564 -2.445 -1.181  1.1802
103 C 0.516 -3.084 -2.547  -0.3245
104 C -0.674 -2.439 -2.863  -0.1226
105 C -1.451 -2.858 -3.929  -0.0663
106 C -1.037 -3.917 -4.719  -0.0560
107 C 0.161 -4.550 -4.433  -0.0515
108 C 0.933 -4.136 -3.363  -0.1029
109 C 3.202 -2.752 -1.927  -0.3341
110 C 3.409 -2.532 -3.288  -0.1021
111 C 4.668 -2.693 -3.841  -0.0573
112 C 5.739 -3.048 -3.037  -0.0574
113 C 5.545 -3.244 -1.679  -0.0814
114 C 4.286 -3.096 -1.125  -0.0746
115 H 1.729 -4.953 5.818  0.0769
116 H 2.016 -6.162 4.597  0.0784
117 H 0.515 -5.240 4.572  0.1032
118 H 3.986 -3.898 5.134  0.0912
119 H 4.222 -3.334 3.477  0.0986
120 H 4.195 -5.063 3.819  0.0909
121 H 1.907 -3.022 6.321  0.1153
122 H 0.969 -0.851 6.929  0.1150
123 H 0.259 0.715 5.148  0.1224
124 H -1.431 3.002 3.205  0.0887
125 H -3.812 3.039 3.685  0.1086
126 H -5.161 0.978 3.550  0.1095
127 H -4.056 -1.166 3.035  0.1056
128 H -1.625 -1.227 2.620  0.0873
129 H 0.009 3.520 1.869  0.0807
130 H 1.076 5.525 2.762  0.1123
131 H 2.974 5.329 4.337  0.1128
132 H 3.847 3.096 4.913  0.1121
133 H 2.760 1.079 4.057  0.1100
134 H 1.595 -5.306 -1.336  0.0937
135 H 2.058 -7.085 0.284  0.1143
136 H 2.384 -6.526 2.640  0.1151
137 H -0.999 -1.597 -2.266  0.0768
138 H -2.379 -2.348 -4.142  0.1129
139 H -1.628 -4.240 -5.562  0.1107
140 H 0.514 -5.363 -5.048  0.1124
141 H 1.882 -4.619 -3.194  0.1036
142 H 2.584 -2.246 -3.926  0.1158
143 H 4.809 -2.540 -4.902  0.1155
144 H 6.722 -3.165 -3.468  0.1139
145 H 6.380 -3.502 -1.045  0.1113
146 H 4.146 -3.227 -0.062  0.1155
147 Br 6.038 0.110 -0.706  0.8297
148 C 4.806 0.253 -2.122  -0.5980
149 C 5.241 0.512 -3.409  -0.1690
150 C 4.323 0.637 -4.428  -0.6333
151 Br 4.955 0.955 -6.189  0.7869
152 C 2.936 0.563 -4.176  -0.2091
153 C 1.953 0.821 -5.148  -0.0134
154 C 0.631 0.845 -4.789  -0.0183
155 C 0.291 0.554 -3.466  -0.1164
156 N 1.187 0.237 -2.561  0.0871
157 C 2.493 0.262 -2.856  -0.1977
158 C 3.451 0.023 -1.778  -0.4877
159 O 3.140 -0.381 -0.629  -0.1786
160 H 6.296 0.621 -3.610  0.1059
161 H 2.252 1.027 -6.164  0.0793
162 H -0.137 1.088 -5.505  0.1119
163 H -0.743 0.588 -3.142  0.1128

Computed properties:
- Max |F|: 0.1109 Eh/bohr
- Molar mass: 1404.3 u
- ⟨S²⟩: 0.968
- 2S+1: 2
- Kohn-Sham gap (alpha / beta): 0.1853 / 0.1875 hartree
- Net charge: +1